DFT (the ωB97M-V functional and the def2-TZVPD basis) results for C4H9NO in the gas phase.

Last column: natural (NBO) charge in e.
CARTESIAN COORDINATES (ANGSTROEM)
C 2.34 -0.30 0.20  -0.601
C 1.11 0.48 -0.22  -0.496
C -0.15 -0.07 0.41  0.672
O -0.20 -0.96 1.25  -0.623
N -1.25 0.45 -0.18  -0.625
C -2.55 -0.17 -0.09  -0.430
H 2.23 -1.36 -0.06  0.217
H 3.22 0.10 -0.30  0.205
H 2.47 -0.24 1.28  0.219
H 1.19 1.55 0.01  0.216
H 0.94 0.40 -1.30  0.216
H -1.23 1.35 -0.63  0.388
H -2.99 -0.16 -1.11  0.201
H -2.47 -1.22 0.21  0.231
H -2.93 0.48 0.70  0.208

Its SMILES is CCC(=O)NC.

***

DFT (the ωB97M-V functional and the def2-TZVPD basis) results for C4H9NO in the gas phase.

Last column: natural (NBO) charge in e.
CARTESIAN COORDINATES (ANGSTROEM)
C 1.12 0.83 0.61  -0.408
N -0.15 0.55 -0.05  -0.447
C -0.30 1.18 -1.36  -0.414
C -0.50 -0.81 -0.05  0.217
O -1.78 -1.31 0.21  -0.483
C -0.60 -1.70 1.10  -0.163
H 1.19 1.91 0.76  0.203
H 1.10 0.34 1.58  0.207
H 2.03 0.49 0.07  0.167
H 0.56 1.04 -2.04  0.171
H -0.47 2.25 -1.22  0.203
H -1.18 0.76 -1.85  0.211
H -1.00 -1.56 2.08  0.213
H 0.12 -2.54 1.01  0.185
H -0.12 -1.45 -0.85  0.138

Its SMILES is CN(C)[C@H]1CO1.

***

Which HOMO-LUMO gap belongs to each record? In order, 10.28 9.98 eV.
Which strongest force on any atom belongs to each record? In order, 0.0401 0.0310 Eh/bohr.
Which relative energy (zero: lowest compared OMol25 entry of this formula, charge and spin) belongs to each record? In order, 18.5 80.0 kcal per mole.